[1]
The following is a DFT calculation (ωB97M-V/def2-TZVPD) of a structure of composition C31H37BN4O2SY.

Structure (ORCA input):
```
! wB97M-V def2-TZVPD RIJCOSX def2/J DEFGRID3
* xyz 1 1
Y -1.2235 0.5872 1.2746
C 0.6450 4.9024 2.2034
C -0.3731 4.3533 1.2065
C -1.7982 4.5614 1.6572
C -2.4438 5.7504 1.3527
C -3.7229 6.0097 1.8271
C -4.3686 5.0662 2.6061
C -3.7550 3.8583 2.9391
C -4.5235 2.8485 3.7683
C -4.6482 3.2499 5.2391
C -2.4659 3.6387 2.4659
N -1.7815 2.4065 2.7715
C -1.3884 2.1676 3.9837
C -0.7222 0.9556 4.3201
C -0.1481 0.5616 5.5073
C 0.4430 -0.7002 5.2714
C 0.1970 -1.0049 3.9485
N -0.5176 -0.0147 3.3343
H 1.6679 4.7759 1.8451
H 0.5587 4.3940 3.1675
H 0.4779 5.9672 2.3784
H -0.1716 3.2940 1.0498
H -0.2404 4.8310 0.2352
H -1.9314 6.4826 0.7372
H -4.2162 6.9420 1.5818
H -5.3783 5.2560 2.9587
H -4.0591 1.8645 3.7011
H -5.5232 2.7501 3.3397
H -3.6827 3.2058 5.7528
H -5.3367 2.5902 5.7702
H -5.0220 4.2719 5.3342
H -1.5443 2.9148 4.7622
H -0.1566 1.1215 6.4347
H 0.9889 -1.3105 5.9755
H 0.4891 -1.8916 3.4033
C 2.9502 -5.0274 -4.5094
C 3.2110 -5.1409 -3.0004
C 4.6995 -5.4202 -2.7615
C 2.4038 -6.3211 -2.4619
C 2.8096 -3.8202 -2.3318
C 3.5951 -2.6750 -2.5383
C 3.2668 -1.4290 -1.9970
C 2.1159 -1.3739 -1.2499
O 1.5472 -0.2751 -0.6382
B 0.3599 -0.7418 -0.0014
O 0.2567 -2.1414 -0.2512
C 1.3491 -2.4796 -1.0329
C 1.6522 -3.7161 -1.5508
H 3.2454 -5.9492 -5.0196
H 3.5179 -4.2026 -4.9493
H 1.8873 -4.8556 -4.7103
H 4.9556 -6.4126 -3.1406
H 4.9388 -5.3911 -1.6950
H 5.3434 -4.7027 -3.2741
H 2.7697 -7.2424 -2.9191
H 1.3389 -6.2415 -2.7012
H 2.5015 -6.4251 -1.3772
H 4.4968 -2.7525 -3.1344
H 3.8913 -0.5555 -2.1545
H 1.0121 -4.5682 -1.3477
C 1.6910 0.8617 -4.1559
C 0.4857 0.2802 -3.4923
C 0.1048 -1.0280 -3.5321
C -1.0519 -1.3911 -2.8496
N -1.7583 -0.5263 -2.0973
C -1.3602 0.7378 -2.0476
S -2.1167 1.9422 -1.0288
N -0.2935 1.1212 -2.7801
C -1.5794 -2.7879 -2.8968
H 2.3479 0.0671 -4.4975
H 2.2378 1.4991 -3.4581
H 1.3936 1.4668 -5.0162
H 0.7047 -1.7570 -4.0626
H -0.0465 2.1023 -2.7269
H -0.8760 -3.4718 -3.3676
H -2.5148 -2.7871 -3.4624
H -1.8089 -3.1252 -1.8846
*
```

## Properties
Energy ... -2034.3079 a.u.
ΔE to the lowest compared entry with this formula, charge and spin ... 61.2 kJ/mol
HOMO ... -0.392 Ha
Max |F| ... 2.0 eV/Å

Which charges does Löwdin predict for the atoms? In e, they are: 1.537, -0.074, -0.226, -0.199, -0.031, -0.058, -0.032, -0.172, -0.200, -0.082, -0.195, -0.054, -0.076, -0.342, -0.022, -0.069, -0.150, -0.134, 0.077, 0.072, 0.083, 0.049, 0.113, 0.121, 0.110, 0.122, 0.094, 0.116, 0.065, 0.078, 0.077, 0.146, 0.116, 0.102, 0.109, -0.044, -0.563, -0.048, -0.066, -0.158, -0.017, 0.014, -0.256, 0.074, -0.531, 0.066, -0.231, 0.065, 0.091, 0.082, 0.083, 0.089, 0.097, 0.076, 0.090, 0.082, 0.095, 0.111, 0.126, 0.125, 0.019, -0.232, 0.046, -0.267, 0.121, -0.805, 0.582, 0.127, 0.005, 0.091, 0.102, 0.105, 0.143, 0.157, 0.083, 0.103, 0.097

=====

[2]
The following is a DFT calculation (ωB97M-V/def2-TZVPD) of a structure of composition Cl2H2NO2PS.

Structure (ORCA input):
```
! wB97M-V def2-TZVPD RIJCOSX def2/J DEFGRID3
* xyz 0 1
N -1.2683 -0.5580 -0.1127
O 0.6373 -0.4392 1.3055
O 0.9830 0.2388 -1.1777
P 0.0689 0.3291 0.0402
S -0.1559 2.5412 0.4553
Cl 2.1202 0.1064 1.9293
Cl 1.5466 -1.3316 -2.1517
H -1.8819 -0.2306 -0.8397
H -2.0500 -0.6561 0.5515
*
```

## Properties
Energy ... -1866.2532 a.u.
ΔE to the lowest compared entry with this formula, charge and spin ... 374.4 kJ/mol
HOMO (spin up / spin down) ... -0.320 / -0.318 Ha
Max |F| ... 6.1 eV/Å

Which charges does Löwdin predict for the atoms? In e, they are: -0.074, -0.761, -0.652, 0.073, 0.062, 0.670, 0.510, 0.069, 0.103

=====

[3]
The following is a DFT calculation (ωB97M-V/def2-TZVPD) of a cluster of 11 separate species, C39H54F6NO34S2 in total.

Structure (ORCA input):
```
! wB97M-V def2-TZVPD RIJCOSX def2/J DEFGRID3
* xyz -1 1
C -15.4007 18.3615 -9.8879
F -14.3780 18.2539 -10.7510
F -15.2646 19.4501 -9.2316
F -16.6103 18.4403 -10.4839
S -15.3366 16.9183 -8.5710
O -14.0921 17.1107 -7.8218
O -16.5104 17.1163 -7.6892
N -15.4517 15.4433 -9.4150
S -14.5333 14.4509 -8.6886
O -13.1470 14.6207 -9.1804
O -14.7241 14.3654 -7.1764
C -15.2466 12.7754 -9.1939
F -16.5271 12.6763 -8.7482
F -15.2178 12.5505 -10.5467
F -14.6358 11.7177 -8.6298
C -14.3527 15.7168 -12.5752
C -15.1342 15.3406 -13.7606
O -14.2667 15.5880 -14.8639
C -13.1530 16.1460 -14.4769
O -12.2510 16.6579 -15.1695
O -13.1208 16.1402 -13.1513
H -14.0871 14.8710 -11.9410
H -14.8588 16.3496 -11.8462
H -16.1258 15.7929 -13.7736
H -15.2124 14.2536 -13.7370
C -18.6053 16.0904 -12.0099
C -18.0124 14.7682 -11.4754
O -18.4496 13.8797 -12.4300
C -19.6016 14.3195 -13.0154
O -20.5148 13.6212 -13.6048
O -19.6388 15.6368 -12.8681
H -17.9068 16.6031 -12.6711
H -18.9236 16.7940 -11.2407
H -18.4018 14.5555 -10.4799
H -16.9312 14.8246 -11.3492
C -10.1787 18.2160 -7.9253
C -9.9296 16.7815 -8.2852
O -10.3499 16.7248 -9.6295
C -11.1349 17.6950 -9.8531
O -11.6611 17.8380 -10.9709
O -11.0311 18.6162 -8.8435
H -9.2840 18.8379 -7.9545
H -10.5552 18.2678 -6.9037
H -10.4713 16.0181 -7.7269
H -8.8678 16.5717 -8.1561
C -11.4472 13.9989 -5.7386
C -11.3246 15.4372 -5.1257
C -12.6854 15.8794 -4.6192
O -12.3446 16.3431 -3.3627
C -11.1188 16.0748 -3.0371
O -10.6120 16.5355 -2.0240
O -10.5268 15.3960 -3.9950
H -10.5465 13.6491 -6.2430
H -12.3510 13.9198 -6.3428
H -11.5622 13.2544 -4.9508
H -10.9086 16.2356 -5.7402
H -13.3117 14.9948 -4.7346
H -12.9222 16.6977 -5.2992
C -19.5246 19.0454 -8.8080
C -20.1560 17.5447 -8.8807
C -19.6604 16.5523 -7.8331
O -20.7306 15.9664 -7.2076
C -21.7518 16.8306 -7.5000
O -22.8255 16.7435 -6.8755
O -21.4887 17.7038 -8.5061
H -19.3164 19.1631 -7.7446
H -20.1673 19.7673 -9.3119
H -18.5879 19.0325 -9.3652
H -20.1580 17.0863 -9.8696
H -19.1677 17.0702 -7.0102
H -19.0735 15.7725 -8.3185
C -15.6208 11.7092 -4.9572
C -15.2388 10.4613 -4.2252
C -15.9749 9.1699 -4.6054
O -15.0611 8.0970 -4.4348
C -13.8106 8.7066 -4.4639
O -12.7506 8.0893 -4.3770
O -13.9483 10.0191 -4.5127
H -14.8674 12.4624 -4.7266
H -16.5817 12.1421 -4.6790
H -15.7010 11.4552 -6.0142
H -15.1743 10.4848 -3.1374
H -16.3195 9.2355 -5.6374
H -16.9046 9.0198 -4.0566
C -9.5469 14.8528 -12.7043
C -10.3697 13.5453 -12.6718
C -11.2545 13.3215 -11.4090
O -12.3899 12.7107 -11.9527
C -12.4249 12.9162 -13.2833
O -13.4154 12.7752 -13.9889
O -11.2690 13.4422 -13.7091
H -9.0440 15.0303 -11.7537
H -10.2125 15.6981 -12.8789
H -8.7978 14.7725 -13.4921
H -9.6659 12.7133 -12.6929
H -11.3765 14.2067 -10.7847
H -10.7426 12.6578 -10.7122
C -18.5779 10.7704 -11.2259
C -18.7829 9.8225 -9.9717
C -17.3901 9.3277 -9.3693
O -17.5046 9.6901 -8.0202
C -18.4701 10.5137 -7.7656
O -18.7178 10.9429 -6.6883
O -19.1803 10.6912 -8.9480
H -17.8199 11.5341 -11.0519
H -19.5840 11.0867 -11.5011
H -18.3140 10.1324 -12.0694
H -19.5841 9.0842 -10.0043
H -16.4870 9.7104 -9.8446
H -17.5907 8.2589 -9.4441
C -12.7249 21.8531 -7.5397
C -13.6137 22.4608 -8.6461
C -15.0602 22.6757 -8.2518
O -15.1827 24.0796 -8.6241
C -14.0438 24.6157 -8.8022
O -13.7727 25.7730 -9.1294
O -13.0802 23.7941 -8.7744
H -11.7351 21.7459 -7.9834
H -13.0135 20.9109 -7.0739
H -12.7235 22.5611 -6.7110
H -13.5964 21.9586 -9.6134
H -15.1818 22.4396 -7.1947
H -15.7433 22.0758 -8.8532
C -17.9590 14.5970 -5.6586
C -16.8519 14.8096 -4.6194
C -16.3391 16.2158 -4.5470
O -16.3306 16.5605 -3.1860
C -16.9628 15.5882 -2.5098
O -17.1812 15.6213 -1.3094
O -17.3470 14.5741 -3.3400
H -17.7414 15.0773 -6.6126
H -18.8625 15.0535 -5.2545
H -18.1548 13.5320 -5.7835
H -15.9827 14.2329 -4.9356
H -16.9648 16.7466 -5.2645
H -15.3410 16.2631 -4.9826
*
```

## Properties
Energy ... -5527.0199 a.u.
ΔE to the lowest compared entry with this formula, charge and spin ... 0.0 kJ/mol
HOMO ... -0.327 Ha
Max |F| ... 6.8 eV/Å

These are the Löwdin partial charges, in e, on atoms 1 to 99: -0.650, 0.139, 0.185, 0.116, 0.714, -0.318, -0.323, -0.298, 0.614, -0.308, -0.345, -0.579, 0.105, 0.101, 0.129, -0.132, -0.110, 0.105, -0.568, 0.098, 0.072, 0.110, 0.093, 0.121, 0.122, -0.095, -0.147, 0.048, -0.453, 0.066, 0.077, 0.119, 0.101, 0.128, 0.097, -0.208, -0.092, 0.106, -0.537, 0.116, 0.081, 0.140, 0.131, 0.114, 0.141, 0.011, -0.310, -0.107, 0.119, -0.591, 0.128, 0.115, 0.080, 0.058, 0.093, 0.124, 0.124, 0.135, 0.035, -0.278, -0.173, 0.082, -0.474, 0.105, 0.083, 0.084, 0.082, 0.045, 0.122, 0.126, 0.126, 0.009, -0.317, -0.109, 0.064, -0.511, 0.113, 0.086, 0.085, 0.086, 0.088, 0.163, 0.117, 0.139, 0.006, -0.321, -0.101, 0.072, -0.514, 0.132, 0.110, 0.078, 0.084, 0.081, 0.144, 0.106, 0.133, 0.001, -0.270